No. 1
This record from OMol25 describes the ion CH3N2O with charge -1. The level of theory is wB97M-V/def2-TZVPD.

Each line ends with the natural charge from an NBO analysis.
Atoms and positions in Å:
O1 2.341 -0.331 -0.026  -0.719
N1 1.279 0.468 0.175  0.047
N2 0.190 -0.159 0.017  -0.293
C1 -1.124 0.261 -0.241  -0.692
H1 -1.937 -0.522 0.204  0.140
H2 -1.237 1.375 -0.036  0.162
H3 0.488 -1.093 -0.093  0.355

Forces on atoms 1 to 2 (eV/Å):
-1.476 0.919 0.519
1.270 0.296 -0.321

Calculated values
Total charge ... -1
E_HOMO (alpha / beta) ... -1.48 / -1.48 eV
Relative energy (zero: lowest compared OMol25 entry of this formula, charge and spin) ... 152.6 kJ/mol
Lowest unoccupied orbital energy (alpha / beta) ... 5.1588 / 5.1588 eV



No. 2
This record from OMol25 describes the ion CH3N2O with charge -1. The level of theory is wB97M-V/def2-TZVPD.

Each line ends with the natural charge from an NBO analysis.
Atoms and positions in Å:
O1 -0.779 -0.720 -1.828  -0.410
N1 -0.450 0.336 -1.093  -0.200
N2 0.561 -0.023 1.590  -0.917
C1 -0.145 -0.155 0.365  -0.170
H1 0.251 0.925 -1.355  0.309
H2 -0.878 -0.933 0.653  0.116
H3 1.440 0.571 1.669  0.272

Forces on atoms 1 to 2 (eV/Å):
0.793 2.224 0.218
-1.847 -4.115 3.353

Calculated values
Multiplicity ... 3
Total charge ... -1
E_HOMO (alpha / beta) ... 0.57 / -3.27 eV
Relative energy (zero: lowest compared OMol25 entry of this formula, charge and spin) ... 73.8 kJ/mol
Lowest unoccupied orbital energy (alpha / beta) ... 5.0033 / 4.5304 eV



No. 3
This record from OMol25 describes the ion CH3N2O with charge +1. The level of theory is wB97M-V/def2-TZVPD.

Each line ends with the natural charge from an NBO analysis.
Atoms and positions in Å:
O1 2.336 0.129 -0.087  -0.194
N1 1.217 -0.307 0.018  0.006
N2 -1.205 0.427 -0.046  -0.657
C1 -0.084 -0.067 -0.378  0.472
H1 -1.332 0.921 0.937  0.460
H2 1.213 -1.400 0.165  0.417
H3 -2.146 0.296 -0.609  0.495

Forces on atoms 1 to 2 (eV/Å):
-0.720 1.321 -0.513
-2.172 -3.277 0.478

Calculated values
Total charge ... +1
E_HOMO ... -15.93 eV
Relative energy (zero: lowest compared OMol25 entry of this formula, charge and spin) ... 416.3 kJ/mol
Structure (SMILES) ... [NH2+]=C=[NH+][O-]
Lowest unoccupied orbital energy ... -6.5203 eV